Arrangement a

# C2H7N4

A gas-phase ion, C2H7N4 (charge +1) (ωB97M-V/def2-TZVPD, the Open Molecules 2025 dataset).

The calculation puts the molecular weight at 87.106 Da. The total charge is +1. Its HOMO-LUMO gap is 10.38 eV. The SMILES is [H]/N=C1/CN[NH2+]N1. The HOMO energy is -14.4 eV.

CARTESIAN COORDINATES (ANGSTROEM)
C (0.017, -1.120, 0.273)
N (-1.207, -0.658, -0.289)
N (2.313, -0.161, -0.229)
N (-1.212, 0.645, -0.002)
N (0.184, 1.211, -0.204)
H (0.186, -1.383, 1.405)
H (-1.444, 0.691, 1.085)
H (0.339, 1.889, 0.536)
H (-1.475, -0.834, -1.260)
C (1.113, 0.034, -0.077)
H (2.896, 0.528, -0.528)
H (-2.024, 1.165, -0.420)
H (0.314, -2.006, -0.288)



Arrangement b

# C2H7N4

A gas-phase ion, C2H7N4 (charge +1) (ωB97M-V/def2-TZVPD, the Open Molecules 2025 dataset).

The calculation puts the molecular weight at 87.106 Da. The total charge is +1. Its HOMO-LUMO gap (spin up / spin down) is 9.22 / 9.22 eV. The HOMO energy (spin up / spin down) is -15.0 / -15.0 eV.

CARTESIAN COORDINATES (ANGSTROEM)
H (2.141, 0.662, -0.970)
C (1.734, 0.320, -0.052)
N (0.654, 1.171, 0.145)
H (0.650, 1.337, 1.132)
N (-0.832, -0.252, -0.005)
N (1.159, -1.166, -0.125)
H (-2.201, 1.225, 0.261)
N (-0.095, -1.180, -0.218)
H (-2.483, 0.003, -1.272)
H (-2.648, -0.486, 0.574)
H (2.492, 0.326, 0.788)
C (-2.185, 0.140, -0.115)
H (1.613, -2.100, -0.144)



Which one is most stable, and which one is least stable? arrangement a is the most stable of them, while arrangement b is the least stable.



Arrangement a

# C3H2FN

C3H2FN in the gas phase (ωB97M-V/def2-TZVPD, the Open Molecules 2025 dataset).

The calculation puts the molecular weight at 71.054 Da. Its HOMO-LUMO gap is 11.31 eV. The SMILES is [H]/N=C(/F)C#C. The HOMO energy is -11.0 eV.

CARTESIAN COORDINATES (ANGSTROEM)
C (0.201, -0.814, 0.434)
H (-0.881, 1.759, -2.077)
N (0.526, -0.371, 1.540)
H (0.724, 0.690, 1.695)
C (-0.607, 1.086, -1.392)
C (-0.330, 0.081, -0.809)
F (0.366, -2.429, 0.610)



Arrangement b

# C3H2FN

C3H2FN in the gas phase (ωB97M-V/def2-TZVPD, the Open Molecules 2025 dataset).

The calculation puts the molecular weight at 71.054 Da. Its HOMO-LUMO gap is 10.73 eV. The SMILES is N#C/C=C/F. The HOMO energy is -10.2 eV.

CARTESIAN COORDINATES (ANGSTROEM)
C (-0.332, -0.359, -0.956)
N (1.730, 0.537, 1.792)
C (0.985, 0.312, 0.952)
F (-1.501, -0.368, -1.416)
H (0.389, -1.041, -1.485)
H (-1.057, 0.701, 0.866)
C (-0.213, 0.218, 0.247)



Arrangement c

# C3H2FN

2 unconnected molecules or ions with the total composition C3H2FN (ωB97M-V/def2-TZVPD, the Open Molecules 2025 dataset).

The calculation puts the molecular weight at 71.054 Da. Its HOMO-LUMO gap is 8.04 eV. The HOMO energy is -8.0 eV.

CARTESIAN COORDINATES (ANGSTROEM)
H (-0.662, 0.698, 2.223)
H (1.723, -1.353, -0.616)
C (-0.545, 0.648, 1.211)
N (1.107, -0.893, -1.339)
C (-0.064, 0.251, -0.084)
F (-1.185, 2.636, -0.215)
C (-0.788, 1.426, 0.143)



Which one is most stable, and which one is least stable? arrangement b is the most stable of them, while arrangement c is the least stable.



Arrangement a

# C2H3NOS2

C2H3NOS2 in the gas phase (ωB97M-V/def2-TZVPD, the Open Molecules 2025 dataset).

The calculation puts the molecular weight at 121.186 Da. Its HOMO-LUMO gap (spin up / spin down) is 5.58 / 5.59 eV. The HOMO energy (spin up / spin down) is -9.1 / -9.1 eV.

CARTESIAN COORDINATES (ANGSTROEM)
S (1.499, -1.046, 1.228)
H (1.107, -0.697, -0.997)
H (1.855, 0.898, -0.037)
S (-1.151, -1.885, 0.117)
C (1.055, 0.014, -0.220)
C (-0.277, 0.630, -0.113)
N (-1.329, -0.044, 0.025)
O (-2.444, 0.392, 0.126)
H (-0.316, 1.739, -0.131)



Arrangement b

# C2H3NOS2

C2H3NOS2 in the gas phase (ωB97M-V/def2-TZVPD, the Open Molecules 2025 dataset).

The calculation puts the molecular weight at 121.186 Da. Its HOMO-LUMO gap is 8.84 eV. The SMILES is S=CO/C=N\S. The HOMO energy is -9.3 eV.

CARTESIAN COORDINATES (ANGSTROEM)
H (-1.562, 0.592, 0.308)
H (0.292, -2.807, 0.055)
S (2.019, 1.859, -0.301)
C (-0.432, -1.926, -0.098)
H (1.577, 3.199, 0.060)
O (0.281, -0.716, 0.260)
C (-0.388, 0.498, 0.095)
S (-1.987, -2.163, -0.075)
N (0.200, 1.464, -0.303)



Arrangement c

# C2H3NOS2

C2H3NOS2 in the gas phase (ωB97M-V/def2-TZVPD, the Open Molecules 2025 dataset).

The calculation puts the molecular weight at 121.186 Da. Its HOMO-LUMO gap is 9.31 eV. The SMILES is O=CS/C=N/S. The HOMO energy is -9.0 eV.

CARTESIAN COORDINATES (ANGSTROEM)
S (-2.557, 1.379, -0.050)
C (-0.298, 0.247, 0.125)
H (-0.520, -0.332, -0.781)
C (1.884, -1.279, -0.324)
H (-2.902, 2.308, 0.855)
N (-1.035, 1.114, 0.685)
S (1.302, -0.062, 0.827)
O (1.284, -1.720, -1.277)
H (2.841, -1.654, -0.060)



Which one is most stable, and which one is least stable? arrangement c is the most stable of them, while arrangement a is the least stable.



Arrangement a

# C2H3NOS2

C2H3NOS2 in the gas phase (ωB97M-V/def2-TZVPD, the Open Molecules 2025 dataset).

The calculation puts the molecular weight at 121.186 Da. Its HOMO-LUMO gap is 7.04 eV. The HOMO energy is -8.6 eV.

CARTESIAN COORDINATES (ANGSTROEM)
H (-1.279, 0.249, -1.085)
H (-0.623, -1.603, 0.059)
C (-0.190, -0.647, 0.204)
C (-1.072, 0.630, -0.049)
H (-1.970, 0.550, 0.523)
S (1.911, 0.897, 0.029)
O (-0.507, 1.772, 0.158)
N (1.133, -0.567, 0.093)
S (2.596, -1.282, 0.069)



Arrangement b

# C2H3NOS2

C2H3NOS2 in the gas phase (ωB97M-V/def2-TZVPD, the Open Molecules 2025 dataset).

The calculation puts the molecular weight at 121.186 Da. Its HOMO-LUMO gap is 8.05 eV. The SMILES is ON(C=S)C=S. The HOMO energy is -9.1 eV.

CARTESIAN COORDINATES (ANGSTROEM)
C (1.074, -0.483, -0.047)
S (-2.790, 0.206, -0.109)
N (-0.098, 0.218, -0.038)
H (0.982, -1.624, 0.084)
C (-1.272, -0.446, -0.159)
O (0.081, 1.616, -0.207)
H (0.639, 1.881, 0.752)
S (2.572, 0.139, -0.145)
H (-1.188, -1.506, -0.132)



Which one is most stable, and which one is least stable? arrangement b is the most stable of them, while arrangement a is the least stable.



Arrangement a

# CH3OP

CH3OP in the gas phase (ωB97M-V/def2-TZVPD, the Open Molecules 2025 dataset).

The calculation puts the molecular weight at 62.008 Da. Its HOMO-LUMO gap is 9.31 eV. The HOMO energy is -9.1 eV.

CARTESIAN COORDINATES (ANGSTROEM)
P (-1.060, -0.404, 0.024)
H (1.211, 0.149, 0.091)
O (-2.192, 0.501, 0.000)
C (0.273, 0.562, -0.070)
H (-1.431, -1.860, 0.063)
H (-0.039, 1.496, 0.172)



Arrangement b

# CH3OP

CH3OP in the gas phase (ωB97M-V/def2-TZVPD, the Open Molecules 2025 dataset).

The calculation puts the molecular weight at 62.008 Da. Its HOMO-LUMO gap is 9.96 eV. The SMILES is O=CP. The HOMO energy is -9.4 eV.

CARTESIAN COORDINATES (ANGSTROEM)
C (1.319, 0.080, -0.316)
O (2.364, 0.322, 0.188)
H (1.186, -0.437, -1.347)
H (-0.671, 1.073, 1.343)
H (-0.953, -0.530, -0.300)
P (-0.509, 0.862, -0.086)



Which one is most stable, and which one is least stable? arrangement b is the most stable of them, while arrangement a is the least stable.



Arrangement a

# C5H4N2O

C5H4N2O in the gas phase (ωB97M-V/def2-TZVPD, the Open Molecules 2025 dataset).

The calculation puts the molecular weight at 108.100 Da. Its HOMO-LUMO gap is 10.55 eV. The SMILES is C#C[C@@H](C#N)ON=C. The HOMO energy is -10.1 eV.

CARTESIAN COORDINATES (ANGSTROEM)
N (-3.023, -0.300, -0.566)
C (1.012, 2.317, -0.344)
C (-0.786, 0.576, 0.504)
C (0.977, -1.954, -0.283)
H (1.688, -2.387, -1.215)
H (1.622, 3.176, -0.381)
H (0.650, -2.795, 0.699)
H (-0.793, 1.036, 1.499)
O (-0.181, -0.800, 0.778)
C (-2.079, 0.370, -0.176)
C (0.175, 1.443, 0.004)
N (0.738, -0.683, -0.518)



Arrangement b

# C5H4N2O

C5H4N2O in the gas phase (ωB97M-V/def2-TZVPD, the Open Molecules 2025 dataset).

The calculation puts the molecular weight at 108.100 Da. Its HOMO-LUMO gap is 7.85 eV. The SMILES is C=C1C=NN=CC1=O. The HOMO energy is -9.7 eV.

CARTESIAN COORDINATES (ANGSTROEM)
N (0.560, -1.733, 0.759)
H (-0.943, 2.483, -0.599)
O (-1.870, 0.824, 0.644)
C (1.264, -0.121, -0.825)
H (0.560, 2.425, -1.855)
H (2.034, 0.130, -1.621)
H (-1.241, -1.489, 1.674)
C (-0.073, 2.006, -1.047)
C (-0.495, -1.075, 0.973)
C (-0.796, 0.284, 0.406)
C (0.191, 0.773, -0.604)
N (1.440, -1.316, -0.213)



Which one is most stable, and which one is least stable? arrangement b is the most stable of them, while arrangement a is the least stable.